(1)
C14H2BF5N4O10S2W | the ωB97M-V functional and the def2-TZVPD basis

XYZ file:
```
39
Properties=species:S:1:pos:R:3:forces:R:3:mulliken_charge:R:1
W 0.442132 -0.248162 0.111641 0.70 0.01 0.33 1.491
S -0.997021 -3.938045 -1.351121 -0.03 -0.03 -0.08 -0.137
C -1.225082 -1.402165 -2.397675 0.04 -0.10 0.07 0.783
S -1.380843 0.164645 -1.600083 0.07 0.09 -0.13 -0.589
C -1.712705 -1.606959 -3.634179 0.07 0.09 0.01 1.219
C -2.344130 -0.530129 -4.342391 -0.03 -0.02 -0.03 -0.210
N -2.851874 0.343868 -4.887006 0.01 0.00 0.00 -0.413
C -1.608174 -2.862107 -4.320336 -0.07 -0.08 0.11 -0.291
N -1.551690 -3.863298 -4.878682 0.03 0.05 -0.07 -0.364
O 1.136122 2.946664 2.568403 0.13 -0.14 0.06 -0.586
C 0.550997 1.972419 2.210626 -0.34 0.36 -0.14 0.432
O 0.849111 1.362630 1.027770 0.08 -0.11 0.00 -0.468
C -0.594208 1.373445 2.951167 0.09 -0.13 0.05 0.734
C -0.925719 1.937736 4.177286 0.05 -0.04 -0.01 -0.910
C -1.976965 1.419200 4.896407 0.08 -0.08 0.13 -0.332
C -2.727913 0.351032 4.439840 0.00 -0.02 -0.01 -0.360
C -2.391251 -0.214960 3.233124 -0.02 0.19 -0.20 -0.265
C -1.332408 0.285924 2.460406 0.10 0.07 0.01 0.604
O -1.090894 -0.204081 1.253933 -0.47 -0.15 -0.07 -0.331
N -3.183017 -1.363974 2.770330 0.17 -0.41 0.73 0.953
O -4.326630 -1.428368 3.166973 -0.10 0.13 -0.26 -0.573
O -2.606239 -2.225367 2.140881 -0.03 0.13 -0.29 -0.545
N -2.322784 2.018108 6.199326 -0.39 0.38 -0.28 1.055
O -1.678442 2.980390 6.554615 0.15 -0.12 0.10 -0.607
O -3.276997 1.553273 6.785341 0.13 -0.15 0.10 -0.614
H -0.353398 2.774780 4.551242 -0.01 0.00 0.01 0.625
H -3.557790 -0.032907 5.014610 0.00 0.00 0.00 0.624
F 4.503979 -2.445659 0.411304 0.00 0.00 0.01 -0.232
C 4.239720 -1.298935 1.039980 0.01 -0.01 -0.02 0.783
F 5.114055 -0.380122 0.657404 0.00 0.00 0.00 -0.223
F 4.339243 -1.487564 2.349127 0.00 0.00 0.01 -0.227
C 2.811545 -0.864882 0.669999 -0.20 0.04 -0.06 0.758
O 2.582279 -0.173238 -0.347631 0.08 0.05 -0.08 -0.564
O 1.820762 -1.231521 1.375884 0.13 0.00 -0.02 -0.551
F 1.179518 0.378593 -2.868618 0.03 0.10 -0.04 -0.205
B 0.500312 0.946887 -1.877890 -0.28 -0.08 0.15 0.518
F 0.446239 2.267665 -1.720631 0.12 -0.02 -0.12 -0.189
O 0.515826 -1.855818 -0.907928 -0.60 0.01 0.07 -0.428
C -0.543657 -2.425072 -1.559388 0.30 -0.05 -0.01 -0.364
```
Forces are in eV/Å.

Calculated values
Frontier orbital gap ... 7.1836 eV
Maximum force ... 0.86 eV/Å
Relative energy (zero: lowest compared OMol25 entry of this formula, charge and spin) ... 115.7 kJ/mol
LUMO ... -2.967 eV
Total charge ... 0
Highest occupied orbital energy ... -10.15 eV
Molar mass ... 740.0 g mol⁻¹

(2)
CH4BNa6O3 | the ωB97M-V functional and the def2-TZVPD basis

XYZ file:
```
15
Properties=species:S:1:pos:R:3:forces:R:3:nbo_charge:R:1
Na -3.745108 -1.680423 -1.194542 -0.15 0.68 0.24 0.987
Na 1.808390 1.154535 -0.420469 0.35 0.24 0.90 0.967
Na -0.738667 0.697396 1.850328 0.46 0.07 0.27 0.978
Na -0.497608 -1.854181 -3.422557 -0.41 0.48 -0.67 0.987
Na -0.321115 -3.077745 -0.441430 0.09 0.12 1.38 0.988
Na -0.464631 1.958998 -2.831444 -0.82 0.43 0.29 0.984
C -1.304911 0.043333 -0.894171 -0.02 1.01 0.93 0.912
O -1.902502 -0.027513 -2.024928 0.53 -0.93 -1.89 -0.965
O -1.457610 -0.901025 -0.046264 0.04 -1.68 0.12 -0.959
O -0.635404 1.088283 -0.568587 0.56 -0.19 -0.93 -0.917
B 1.854754 0.522360 1.990199 0.84 0.16 0.69 -0.849
H 2.992367 0.332974 2.104284 1.04 -0.35 -0.11 0.065
H 1.704830 1.621711 1.687905 -0.56 1.97 -0.54 -0.061
H 1.367574 -0.166070 1.222656 -1.04 -1.84 -2.09 -0.138
H 1.339646 0.287363 2.989015 -0.90 -0.18 1.44 0.021
```
Forces are in eV/Å.

Calculated values
Frontier orbital gap ... 5.2984 eV
Maximum force ... 2.97 eV/Å
Relative energy (zero: lowest compared OMol25 entry of this formula, charge and spin) ... 0.0 kJ/mol
LUMO ... -12.463 eV
Total charge ... +3
Highest occupied orbital energy ... -17.76 eV
Molar mass ... 212.8 g mol⁻¹